# 1
# C21H31N3OS

An isolated molecule of C21H31N3OS in a non-equilibrium geometry (ωB97M-V with the def2-TZVPD basis set, OMol25).

**Electronic energy**: -1456.487590 Ha
**LUMO level**: 0.23 eV
**HOMO-LUMO gap**: 0.3000 Eh
**SMILES string**: CC(C)CCN1CCN(Cc2cnc(-c3ccccc3)s2)C[C@H]1CCO
**HOMO energy**: -7.935 eV

The geometry in ORCA input format:
```
! RIJCOSX wB97M-V def2-TZVPD def2/J DEFGRID3
* xyz 0 1
S 1.88 0.94 -1.45
O -0.04 -4.05 -3.58
N -1.33 -2.55 0.49
N 1.37 -2.36 -0.51
N 3.09 1.58 0.72
C -3.10 0.99 2.68
C -0.19 -2.89 1.31
C 1.10 -2.17 0.91
C -1.04 -2.66 -0.92
C -1.83 2.43 1.07
C 1.09 3.94 -1.26
C 0.66 5.26 -1.26
C 2.33 4.35 0.76
C -2.15 -1.44 0.93
C -2.52 1.08 1.27
C 2.63 -1.74 -0.92
C -1.52 -0.04 0.99
C 2.72 -0.29 -0.57
C 0.25 -1.94 -1.33
C -1.15 -4.42 -2.80
C 1.93 3.48 -0.25
C 3.30 0.26 0.54
C 1.90 5.67 0.75
C 2.36 2.10 -0.21
C 1.07 6.12 -0.26
C -0.97 -4.15 -1.30
H 3.89 -0.27 1.26
H -2.52 -1.71 1.93
H -1.99 -3.85 -3.19
H -1.04 0.17 0.03
H -1.00 2.54 1.76
H -3.67 0.07 2.81
H 0.08 -0.85 -1.27
H -3.77 1.82 2.86
H 0.77 3.27 -2.05
H 0.01 5.61 -2.05
H 0.73 7.15 -0.26
H 2.22 6.34 1.53
H 1.94 -2.60 1.47
H -0.42 -2.66 2.35
H -3.34 1.00 0.54
H -1.87 -2.21 -1.47
H -0.01 -4.56 -0.99
H -2.53 3.25 1.26
H -3.02 -1.41 0.27
H -1.77 -4.67 -0.76
H 2.73 -1.89 -2.00
H 1.03 -1.11 1.17
H -0.75 -0.02 1.76
H 0.74 -4.49 -3.23
H -1.45 2.53 0.06
H 3.44 -2.28 -0.41
H -1.37 -5.49 -2.95
H -2.31 1.02 3.42
H 0.48 -2.18 -2.37
H 2.98 3.98 1.53
H -0.03 -3.97 1.23
*
```

---

# 2
# C13H21FN3O7S

A cluster of 2 separate species, C13H21FN3O7S in total in a non-equilibrium geometry (ωB97M-V with the def2-TZVPD basis set, OMol25).

**Electronic energy**: -1696.804938 Ha
**LUMO level**: 1.02 eV
**HOMO-LUMO gap**: 0.1536 Eh
**HOMO energy**: -3.161 eV

The geometry in ORCA input format:
```
! RIJCOSX wB97M-V def2-TZVPD def2/J DEFGRID3
* xyz -1 1
S -2.45 0.32 -3.42
F -0.40 -2.29 -1.98
O -0.94 -3.73 0.38
O -2.38 1.81 3.42
O -2.25 -0.74 -4.43
O 0.36 -4.09 0.83
O -2.90 -0.26 -2.12
O -3.39 1.35 -3.89
O -1.11 0.97 -3.14
N 2.52 -0.48 -0.01
N 2.36 -1.78 0.21
N -2.06 1.63 1.17
C 0.76 -0.30 -1.58
C 1.34 2.60 0.04
C -1.27 -0.16 2.83
C 0.47 1.82 1.03
C 2.06 1.72 -1.03
C 1.80 0.25 -0.86
C 3.61 0.14 0.75
C -3.17 0.85 0.55
C -0.86 1.34 0.38
C -1.95 1.15 2.51
C 1.21 -3.82 -0.27
C 1.40 -2.34 -0.49
C 0.55 -1.64 -1.38
H -3.09 0.89 -0.54
H -1.17 -0.84 1.99
H -0.99 1.81 -0.60
H 2.07 3.19 0.58
H -1.79 -0.61 3.67
H 0.69 3.31 -0.47
H 0.24 2.49 1.86
H -0.26 0.06 3.20
H 0.73 -4.25 -1.15
H -0.79 0.26 0.23
H 0.12 0.32 -2.23
H 4.01 -0.58 1.45
H 3.26 1.00 1.31
H 1.62 2.00 -1.98
H -1.38 -3.33 1.14
H 4.41 0.43 0.07
H 2.16 -4.34 -0.14
H 3.13 1.93 -1.14
H -4.14 1.20 0.90
H -3.10 -0.21 0.84
H 0.96 0.96 1.49
*
```

---

# 3
# C5H10N

A cluster of 2 separate species, C5H10N in total in a non-equilibrium geometry (ωB97M-V with the def2-TZVPD basis set, OMol25).

**Electronic energy**: -250.809482 Ha
**LUMO level (alpha / beta)**: -6.69 / -6.64 eV
**HOMO-LUMO gap (alpha / beta)**: 0.2684 / 0.2720 Eh
**HOMO energy (alpha / beta)**: -13.992 / -14.041 eV

The geometry in ORCA input format:
```
! RIJCOSX wB97M-V def2-TZVPD def2/J DEFGRID3
* xyz 1 1
N -0.21 0.23 0.07
C 2.35 -0.56 -0.63
C -1.00 0.23 -0.94
C 3.05 -0.86 0.41
C -2.46 0.50 -0.98
C -0.36 0.22 1.47
H -0.19 1.17 1.70
H 0.36 -0.56 1.75
H 4.15 -0.97 0.35
H -2.93 0.14 -0.08
H -2.92 0.05 -1.83
H -2.78 1.54 -1.06
H 2.20 -0.46 -1.60
H -0.60 0.05 -1.90
H -1.41 0.21 1.84
H 2.74 -0.92 1.43
*
```

---

# 4
# C20H20BrClF2N2O

An isolated molecule of C20H20BrClF2N2O (ωB97M-V with the def2-TZVPD basis set, OMol25).

**Electronic energy**: -4192.851683 Ha
**LUMO level**: 0.46 eV
**HOMO-LUMO gap**: 0.3507 Eh
**SMILES string**: Cc1ccc(F)cc1CN[C@@H]1C[C@@H](F)CN(C(=O)c2ccc(Br)c(Cl)c2)C1
**HOMO energy**: -9.079 eV

The geometry in ORCA input format:
```
! RIJCOSX wB97M-V def2-TZVPD def2/J DEFGRID3
* xyz 0 1
Br -0.51 -9.45 5.13
Cl -3.51 -9.15 3.85
F 1.45 -3.80 1.21
F 4.16 0.16 1.65
O -3.36 -4.22 1.85
N -0.96 -0.69 -0.62
N -1.39 -4.12 0.74
C -2.25 -4.68 1.64
C 3.35 0.35 0.59
C 0.77 1.01 -2.75
C -1.77 -5.86 2.45
C 0.91 -3.97 -0.07
C 1.99 0.37 0.80
C -0.36 0.52 -0.06
C -0.57 -1.93 0.06
C -2.33 -7.93 3.53
C -0.13 -7.00 3.77
C 1.14 0.57 -0.28
C 3.05 0.74 -1.72
C 3.90 0.53 -0.65
C 1.67 0.77 -1.57
C -0.33 -4.84 0.04
C -0.48 -5.93 2.97
C -2.69 -6.85 2.74
C -1.04 -8.01 4.05
C -1.77 -2.87 0.10
C 0.60 -2.61 -0.66
H 3.46 0.89 -2.71
H 0.04 0.21 -2.86
H -1.96 -0.59 -0.59
H 1.59 0.22 1.79
H 0.24 -5.15 2.77
H -2.12 -3.05 -0.92
H 1.50 -1.99 -0.63
H -0.27 -1.73 1.10
H -3.70 -6.77 2.37
H 1.35 1.08 -3.67
H 4.98 0.50 -0.78
H 0.87 -7.07 4.19
H 0.21 1.94 -2.64
H -0.55 0.61 1.02
H -0.66 -5.08 -0.97
H -0.10 -5.77 0.55
H 1.66 -4.49 -0.67
H -0.83 1.38 -0.55
H 0.32 -2.74 -1.71
H -2.59 -2.44 0.67
*
```

---

# 5
# C26H26N4OS2

An isolated molecule of C26H26N4OS2 in a non-equilibrium geometry (ωB97M-V with the def2-TZVPD basis set, OMol25).

**Electronic energy**: -2097.033662 Ha
**LUMO level**: 0.69 eV
**HOMO-LUMO gap**: 0.3270 Eh
**SMILES string**: O=C(CSc1nnc(Cc2cccs2)n1CCc1ccccc1)N1CCCc2ccccc21
**HOMO energy**: -8.209 eV

The geometry in ORCA input format:
```
! RIJCOSX wB97M-V def2-TZVPD def2/J DEFGRID3
* xyz 0 1
S 0.31 -0.04 2.40
S -0.97 3.72 -2.29
O -0.28 -2.60 1.36
N 0.04 0.26 -1.40
N 1.71 -3.14 0.43
N 0.71 -0.04 -0.27
N -1.25 0.79 0.30
C -0.75 2.96 3.50
C 1.59 3.42 3.36
C 1.49 3.51 1.98
C -3.27 4.79 -1.97
C 1.00 -4.86 -2.75
C -1.12 0.76 -1.07
C 0.13 -4.91 -0.13
C -2.16 1.19 -2.04
C 3.13 -2.10 -1.21
C -2.32 1.27 1.12
C 1.57 -3.99 -1.84
C -2.33 2.67 -2.05
C 1.12 -4.02 -0.52
C -3.48 3.39 -1.90
C 1.58 -1.29 2.05
C 0.91 -2.40 1.24
C -2.18 2.77 1.44
C 3.10 -2.84 0.12
C -1.97 5.11 -2.17
C 0.47 3.15 4.12
C -0.43 -5.77 -1.06
C 0.00 -5.74 -2.38
C 2.67 -3.06 -2.30
C 0.27 3.32 1.36
C -0.06 0.27 0.74
C -0.87 3.04 2.12
H 3.62 -3.80 0.04
H 3.56 -2.28 0.93
H -4.06 5.51 -1.87
H 4.13 -1.73 -1.42
H -1.63 2.74 4.09
H 0.54 3.09 5.19
H 2.45 -1.25 -1.15
H 2.32 -2.50 -3.17
H 1.94 -1.66 3.01
H -2.25 3.34 0.51
H 2.37 -0.77 1.51
H 3.51 -3.68 -2.63
H 2.55 3.56 3.84
H -3.11 0.72 -1.80
H -3.26 1.09 0.59
H 2.37 3.72 1.38
H -1.53 6.08 -2.26
H -1.83 0.84 -3.02
H 1.34 -4.84 -3.78
H -4.44 2.94 -1.75
H -0.43 -6.41 -3.11
H -1.20 -6.46 -0.75
H -3.01 3.05 2.09
H -0.20 -4.93 0.89
H 0.20 3.40 0.29
H -2.30 0.69 2.05
*
```

---

# 6
# C18H21N2O2

The ion C18H21N2O2 with charge +1 in a non-equilibrium geometry (ωB97M-V with the def2-TZVPD basis set, OMol25).

**Electronic energy**: -958.156642 Ha
**LUMO level**: -2.83 eV
**HOMO-LUMO gap**: 0.2897 Eh
**SMILES string**: COc1ccc(C2=C[C@@H]([NH2+]N(C)C)c3ccccc3O2)cc1
**HOMO energy**: -10.715 eV

The geometry in ORCA input format:
```
! RIJCOSX wB97M-V def2-TZVPD def2/J DEFGRID3
* xyz 1 1
O -0.42 1.61 -0.18
O 5.89 1.34 -0.80
N -2.05 -1.75 0.95
N -1.64 -3.15 1.12
C -2.49 0.29 -0.50
C 0.27 0.46 -0.47
C -3.83 2.85 -0.70
C 4.54 1.19 -0.81
C 6.45 2.70 -0.78
C 4.01 -0.10 -0.74
C -2.84 -4.05 1.02
C -1.75 -1.05 -0.38
C 2.25 2.03 -0.61
C 3.62 2.26 -0.75
C -4.52 1.62 -0.76
C -1.80 1.53 -0.42
C -2.43 2.81 -0.51
C 1.69 0.71 -0.58
C 2.65 -0.34 -0.61
C -1.04 -3.27 2.50
C -3.88 0.40 -0.62
C -0.30 -0.78 -0.39
H 6.14 3.26 -1.68
H -4.47 -0.55 -0.62
H 7.53 2.51 -0.78
H 6.13 3.24 0.13
H 4.73 -0.90 -0.82
H -1.57 -1.20 1.72
H -3.31 -3.89 0.02
H -5.60 1.68 -0.80
H -3.14 -1.61 1.35
H -4.33 3.84 -0.83
H -2.50 -5.10 1.05
H -3.54 -3.90 1.90
H -1.84 3.74 -0.41
H 2.31 -1.34 -0.65
H -0.28 -2.46 2.57
H 1.60 2.92 -0.66
H -2.20 -1.78 -1.10
H 3.99 3.31 -0.84
H 0.35 -1.65 -0.43
H -1.86 -3.16 3.28
H -0.53 -4.26 2.66
*
```

---

# 7
# C3H10N4O

A cluster of 2 separate species, C3H10N4O in total in a non-equilibrium geometry (ωB97M-V with the def2-TZVPD basis set, OMol25).

**Electronic energy**: -414.439681 Ha
**LUMO level**: 0.73 eV
**HOMO-LUMO gap**: 0.3481 Eh
**SMILES string**: [H]/N=C\N(N)O.[H]/N=C\C
**HOMO energy**: -8.745 eV

The geometry in ORCA input format:
```
! RIJCOSX wB97M-V def2-TZVPD def2/J DEFGRID3
* xyz 0 1
O -1.37 0.60 -1.70
N -2.19 0.13 0.48
N -1.71 -0.38 -0.70
N -0.49 -2.06 0.42
N 0.43 1.14 1.10
C -0.80 -1.40 -0.62
C 2.55 0.48 0.07
C 1.30 0.25 0.87
H -1.45 0.67 0.97
H -0.19 -1.51 -1.50
H 2.52 -0.13 -0.84
H -3.02 0.68 0.33
H 0.88 -0.90 1.04
H -2.10 0.60 -2.34
H 0.69 2.08 0.77
H 2.67 1.53 -0.21
H -1.13 -1.93 1.20
H 3.42 0.16 0.65
*
```

---

# 8
# C3H5O2P

An isolated molecule of C3H5O2P in a non-equilibrium geometry (ωB97M-V with the def2-TZVPD basis set, OMol25).

**Electronic energy**: -609.119563 Ha
**LUMO level**: 0.03 eV
**HOMO-LUMO gap**: 0.3519 Eh
**SMILES string**: C/C=C/OP=O
**HOMO energy**: -9.550 eV

The geometry in ORCA input format:
```
! RIJCOSX wB97M-V def2-TZVPD def2/J DEFGRID3
* xyz 0 1
P 3.02 -0.02 -0.14
O 2.48 -1.29 0.24
O 1.87 1.10 0.01
C 0.48 1.03 0.27
C -1.68 -0.42 -0.05
C -0.35 0.19 -0.34
H 0.08 1.62 1.11
H 0.05 -0.55 -1.16
H -2.03 0.06 0.82
H -2.31 -0.13 -0.80
H -1.61 -1.60 0.06
*
```

---

# 9
# C4H8O

An isolated molecule of C4H8O in a non-equilibrium geometry (ωB97M-V with the def2-TZVPD basis set, OMol25).

**Electronic energy**: -232.362048 Ha
**LUMO level**: 1.04 eV
**HOMO-LUMO gap**: 0.3892 Eh
**SMILES string**: C[C@@H]1O[C@@H]1C
**HOMO energy**: -9.553 eV

The geometry in ORCA input format:
```
! RIJCOSX wB97M-V def2-TZVPD def2/J DEFGRID3
* xyz 0 1
O 1.21 0.33 0.62
C 0.74 -1.64 -0.57
C 0.02 0.91 0.19
C -1.28 1.07 0.91
C 0.51 -0.17 -0.65
H -1.96 1.43 0.13
H 0.67 0.20 -1.68
H 0.58 -2.00 0.44
H -1.67 0.14 1.33
H 0.31 1.84 -0.30
H 0.25 -2.26 -1.33
H 1.82 -1.69 -0.77
H -1.19 1.84 1.68
*
```

---

# 10
# C40H37N3O5P2PdS2

A structure of composition C40H37N3O5P2PdS2 (ωB97M-V with the def2-TZVPD basis set, OMol25).

**Electronic energy**: -3693.967935 Ha
**LUMO level (alpha / beta)**: -0.43 / -0.43 eV
**HOMO-LUMO gap (alpha / beta)**: 0.2472 / 0.2473 Eh
**HOMO energy (alpha / beta)**: -7.162 / -7.157 eV

The geometry in ORCA input format:
```
! RIJCOSX wB97M-V def2-TZVPD def2/J DEFGRID3
* xyz 0 1
Pd 1.14 -0.26 -1.09
S 1.58 -2.09 -3.12
S 1.89 2.07 -1.52
P -1.39 -0.08 -1.68
P 1.55 -0.11 1.21
O 1.22 -2.56 -1.74
O 3.04 -2.11 -3.29
O -1.41 -0.74 1.13
O 1.15 -0.59 -3.05
O 0.87 -2.73 -4.18
N 4.23 0.77 -1.95
N 3.78 -0.38 -1.30
N 3.99 2.83 -2.87
C -5.15 0.46 -0.07
C -1.01 -0.45 2.40
C -1.77 -2.65 -2.52
C -2.66 -0.32 0.77
C 3.62 -1.27 2.76
C -1.16 4.02 -3.77
C -3.55 -2.31 3.15
C -1.87 2.67 -1.91
C 4.49 -3.47 2.36
C -3.69 -0.29 1.71
C -2.76 -1.02 -3.99
C -1.73 3.92 -2.51
C 2.78 -2.58 0.92
C -4.94 0.11 1.26
C 2.14 3.81 2.16
C -3.00 -3.37 -4.46
C 0.34 -0.18 2.59
C 0.77 0.07 3.89
C -1.44 1.52 -2.56
C -4.11 0.42 -0.98
C 4.28 2.93 1.52
C -2.27 -3.67 -3.32
C -0.13 0.07 4.95
C -0.72 2.88 -4.42
C -1.94 -0.43 3.44
C -4.35 -0.16 4.14
C 3.65 -3.61 1.27
C -0.85 1.63 -3.82
C -1.47 -0.17 4.71
C 2.75 -1.41 1.67
C 1.58 2.55 2.00
C -3.24 -2.04 -4.79
C -2.01 -1.32 -2.86
C 2.37 1.47 1.60
C 3.43 1.84 -2.13
C -3.39 -0.78 3.12
C 3.72 1.67 1.36
C -2.84 0.04 -0.56
C 4.48 -2.30 3.10
C 3.50 4.00 1.92
H -1.15 -2.89 -1.67
H -5.77 0.15 1.95
H -2.88 -2.78 2.43
H 4.48 -0.69 -0.64
H -2.16 -0.16 5.55
H 4.96 2.82 -3.13
H 3.63 -1.13 -2.01
H 5.17 -4.27 2.62
H -0.46 0.75 -4.31
H 3.44 3.65 -3.05
H -2.07 4.80 -1.99
H 5.15 -2.18 3.95
H -4.16 -0.54 5.14
H 5.34 3.07 1.33
H 0.52 2.41 2.18
H -4.26 0.93 4.15
H -4.57 -2.59 2.89
H 0.22 0.27 5.95
H 2.15 -2.69 0.05
H 3.93 4.98 2.04
H -2.32 2.61 -0.92
H -3.81 -1.80 -5.68
H 3.66 -4.51 0.68
H -2.06 -4.70 -3.07
H -5.38 -0.42 3.90
H 3.63 -0.35 3.33
H -6.14 0.76 -0.39
H -0.26 2.95 -5.40
H 4.98 0.65 -2.62
H 1.81 0.30 4.09
H -2.96 0.01 -4.26
H -3.31 -2.70 4.14
H 4.35 0.85 1.04
H -4.27 0.69 -2.01
H -1.06 4.99 -4.24
H 1.52 4.64 2.46
H -3.38 -4.16 -5.09
*
```

---

# 11
# CHI3O

A structure of composition CHI3O in a non-equilibrium geometry (ωB97M-V with the def2-TZVPD basis set, OMol25).

**Electronic energy**: -1006.860201 Ha
**LUMO level (alpha / beta)**: -1.97 / -1.98 eV
**HOMO-LUMO gap (alpha / beta)**: 0.2611 / 0.2614 Eh
**HOMO energy (alpha / beta)**: -9.076 / -9.089 eV

The geometry in ORCA input format:
```
! RIJCOSX wB97M-V def2-TZVPD def2/J DEFGRID3
* xyz 0 1
I -0.39 0.30 -2.12
I 0.46 2.36 1.05
I -1.86 -0.98 0.86
O 0.75 0.36 0.61
C -0.08 -0.32 -0.11
H 1.13 -1.72 -0.28
*
```

---

# 12
# C5H11NO

A cluster of 2 separate species, C5H11NO in total in a non-equilibrium geometry (ωB97M-V with the def2-TZVPD basis set, OMol25).

**Electronic energy**: -326.878715 Ha
**LUMO level**: -2.92 eV
**HOMO-LUMO gap**: 0.1804 Eh
**HOMO energy**: -7.832 eV

The geometry in ORCA input format:
```
! RIJCOSX wB97M-V def2-TZVPD def2/J DEFGRID3
* xyz 0 1
O -3.69 0.35 -1.00
N 2.70 0.59 0.55
C 0.17 -1.48 0.50
C -0.29 -0.01 0.46
C 0.41 0.76 -0.66
C -1.72 0.30 0.35
C -2.55 -0.02 -0.81
H 1.24 -1.44 0.68
H 0.00 -1.98 -0.46
H 0.23 0.22 -1.60
H -2.07 1.12 0.98
H -0.01 1.75 -0.85
H 3.37 -0.04 0.14
H -2.07 -0.73 -1.50
H -0.35 -1.98 1.31
H 1.62 0.76 -0.49
H 0.02 0.37 1.43
H 2.99 1.47 0.98
*
```